1.
{
  "formula": "C43H40BGeN9O3Ti",
  "method": "ωB97M-V/def2-TZVPD",
  "species": ["C", "H", "C", "C", "C", "C", "C", "C", "H", "C", "C", "H", "H", "H", "C", "H", "C", "C", "O", "B", "H", "H", "H", "N", "N", "N", "H", "C", "C", "N", "C", "H", "C", "H", "C", "H", "H", "H", "C", "C", "C", "H", "H", "H", "C", "C", "C", "N", "H", "C", "C", "H", "Ti", "N", "C", "C", "H", "H", "C", "C", "H", "C", "C", "C", "H", "H", "H", "H", "N", "O", "Ge", "H", "H", "C", "C", "H", "O", "H", "H", "H", "H", "N", "H", "C", "H", "C", "C", "C", "C", "H", "H", "C", "C", "C", "N", "H", "C", "H"],
  "xyz": [[2.5437, 0.0488, -5.1752], [3.6000, 1.7759, -2.4900], [-3.3342, 3.0660, -1.8400], [1.1468, -3.2828, 0.6445], [-1.3931, -4.3165, -2.7571], [-3.7885, -3.0143, -3.2231], [-2.9345, -1.3422, 3.2452], [3.1794, -0.4664, -4.0564], [2.9769, 3.4137, -2.5736], [2.1021, 0.1656, 2.4561], [-0.9193, 4.0921, 3.8058], [-7.7463, 1.8582, 1.8052], [-4.7713, -0.0842, 3.0097], [3.6896, -5.4423, -1.2634], [2.9761, -4.8354, -0.7201], [3.1189, 0.5277, -5.9571], [3.0594, 2.5368, -1.9292], [4.7638, -0.9969, 0.0812], [1.1252, 0.2426, 1.7082], [-3.2529, 2.0465, 1.7266], [-4.5042, -4.8994, -3.9535], [-0.6420, -0.7540, -4.4008], [2.4842, -0.1803, 4.5540], [-0.8975, 2.7103, 2.0477], [-2.9822, 0.5697, 2.1348], [-5.6820, 1.6527, 1.7837], [2.9462, -1.4931, -2.2050], [-2.7135, -2.3271, -2.6789], [-6.5256, 3.6484, 2.3834], [1.3396, 2.1361, -0.3063], [1.6427, 2.0510, -1.6599], [4.4101, 2.1758, -0.2383], [-3.6654, -4.3602, -3.5322], [2.6295, -0.7739, -0.0068], [1.9868, -4.1335, 1.3463], [-0.5983, 4.7508, 4.5904], [2.2663, 1.5005, 4.0421], [-2.8314, -1.2768, -2.4360], [2.1294, -3.9808, -1.4115], [-5.1542, 3.7065, 2.4331], [3.4221, -0.2175, 1.9130], [-4.9418, 3.1376, -0.2918], [-2.3645, -6.0635, -3.5314], [6.8683, -1.1187, 0.4585], [3.6075, 2.8471, -0.5513], [-1.6800, -1.0399, 2.7206], [0.4340, -0.6803, -4.2903], [-2.1752, 2.8722, 2.4592], [6.6973, -0.3003, 2.7763], [-2.4645, -5.0121, -3.2965], [4.5673, -0.0910, 2.7010], [-4.7243, -2.5004, -3.4022], [-0.2822, 0.9753, 0.5717], [-1.9344, 2.0246, -0.4499], [-3.7306, -0.2877, 2.8495], [-0.7258, -0.6347, -0.4916], [-3.2252, -2.2010, 3.8203], [0.8535, 0.4423, 4.1409], [5.8073, -0.4074, 2.1730], [-3.9517, 2.8856, -0.6253], [-3.7425, 3.5194, -2.7232], [2.9100, -4.9103, 0.6637], [-1.5004, -2.9668, -2.4368], [-0.1361, 3.4487, 2.8415], [-0.7644, -1.6046, 2.7682], [-1.2501, 2.3744, -2.3718], [4.4960, 0.2693, 3.7169], [-1.7881, -0.8792, -0.3626], [-1.7120, 0.1066, 2.0570], [0.8787, 1.6634, -2.5145], [-0.0022, -1.9532, -1.6943], [4.8431, -1.3512, -0.9349], [4.2573, -0.3984, -3.9647], [1.9144, 0.4759, 3.9005], [1.2033, -3.1820, -0.7426], [0.4296, -2.6683, 1.1789], [2.4945, 2.7248, 1.5919], [-3.1171, 3.8971, 4.0565], [-0.4659, -4.8464, -2.5719], [3.9680, 3.8656, -0.4132], [3.5735, -5.5706, 1.2071], [-4.6643, 2.4954, 2.0823], [2.2065, -3.9313, -2.4928], [5.8989, -0.8634, 0.8666], [0.6646, 0.3307, -6.1631], [1.0505, -1.1884, -3.1529], [-2.0637, 2.5035, -1.6759], [-2.2040, 3.6844, 3.5298], [2.4329, -1.0796, -3.0610], [-4.5129, 4.5498, 2.6222], [0.9274, 3.4633, 2.6718], [3.5207, -0.6675, 0.5986], [2.4340, 2.5805, 0.3758], [1.1677, -0.0647, -5.2913], [-3.0971, 2.2453, 0.2001], [-7.2174, 4.4408, 2.6010], [-6.7949, 2.3337, 1.9727], [1.9240, -4.1926, 2.4263]],
  "forces_ev_per_angstrom": [[0.1, 0.0, 0.0], [0.0, 0.0, 0.1], [0.1, 0.0, 0.0], [-0.1, 0.1, 0.1], [0.1, -0.1, 0.0], [-0.1, 0.0, 0.0], [0.0, 0.1, 0.0], [0.0, 0.0, -0.1], [0.1, 0.0, 0.0], [0.0, -0.1, -0.1], [0.0, -0.1, 0.0], [-0.1, 0.0, 0.0], [-0.1, 0.0, 0.0], [0.0, 0.0, 0.0], [0.0, 0.0, 0.0], [0.0, 0.0, 0.0], [-0.1, 0.2, -0.1], [-0.2, 0.1, 0.0], [0.8, -0.5, 0.5], [-0.2, 0.0, 0.0], [0.0, 0.0, 0.0], [0.0, 0.0, 0.0], [0.0, 0.0, 0.0], [0.1, -0.1, -0.2], [0.0, 0.0, 0.2], [0.0, -0.2, 0.0], [0.1, 0.0, 0.1], [-0.1, 0.1, 0.0], [0.1, 0.1, 0.0], [0.0, -0.5, 0.0], [0.0, 0.1, 0.0], [0.0, 0.0, 0.0], [0.0, 0.0, 0.0], [0.0, 0.0, 0.0], [0.0, 0.0, 0.1], [0.0, 0.1, 0.1], [0.0, 0.0, 0.0], [0.0, 0.0, 0.0], [0.0, 0.0, -0.2], [0.0, 0.3, -0.2], [-0.2, 0.1, 0.2], [-0.1, 0.1, 0.0], [0.0, 0.0, 0.0], [0.0, 0.0, 0.0], [0.1, -0.1, 0.1], [0.1, -0.1, -0.1], [-0.2, 0.0, -0.1], [0.1, 0.0, -0.1], [0.0, 0.0, 0.0], [0.0, 0.0, 0.0], [0.0, -0.1, -0.1], [0.0, 0.0, 0.0], [-1.0, 0.0, -1.0], [0.1, -0.2, 0.4], [0.0, 0.0, 0.0], [0.3, 0.5, 0.4], [0.0, 0.0, 0.0], [0.0, 0.0, 0.0], [-0.1, 0.0, 0.1], [0.0, -0.1, 0.1], [0.0, 0.0, 0.0], [0.0, 0.0, 0.0], [0.1, 0.0, -0.1], [0.0, 0.0, 0.1], [0.0, 0.0, 0.0], [0.0, 0.1, 0.0], [0.0, 0.0, 0.0], [0.0, 0.1, 0.0], [-0.2, 0.2, -0.2], [-0.1, 0.2, 0.1], [0.1, 0.1, 0.0], [0.0, -0.1, -0.1], [0.0, 0.0, 0.0], [0.0, 0.1, 0.1], [0.0, 0.0, 0.0], [0.0, 0.0, 0.0], [0.2, 0.0, -0.1], [0.0, 0.0, -0.1], [0.0, 0.0, 0.0], [-0.1, 0.0, 0.0], [0.0, 0.0, 0.0], [-0.1, -0.3, 0.2], [0.0, 0.0, 0.0], [0.2, 0.0, -0.1], [0.0, 0.0, 0.0], [0.0, -0.1, -0.1], [0.0, -0.1, -0.2], [-0.1, 0.0, 0.2], [0.1, 0.0, 0.0], [0.0, 0.0, 0.0], [0.0, 0.0, 0.0], [0.1, 0.0, -0.1], [0.0, 0.2, 0.2], [0.0, 0.0, 0.0], [0.1, 0.3, -0.1], [0.0, 0.0, 0.0], [0.0, 0.0, 0.0], [0.0, 0.0, 0.0]],
  "lowdin_charge": [-0.091, 0.104, -0.035, -0.115, -0.102, -0.090, -0.035, -0.104, 0.127, -0.319, -0.041, 0.101, 0.106, 0.101, -0.087, 0.100, -0.068, -0.051, -0.100, -0.636, 0.099, 0.102, 0.091, 0.011, 0.042, 0.063, 0.065, -0.118, -0.064, 0.077, -0.467, 0.115, -0.098, 0.104, -0.089, 0.093, 0.107, 0.094, -0.121, -0.100, -0.144, 0.117, 0.099, 0.109, -0.073, -0.134, -0.106, 0.026, 0.107, -0.093, -0.008, 0.100, 0.957, -0.032, -0.052, -0.262, 0.095, 0.094, -0.061, -0.051, 0.094, -0.094, -0.270, -0.116, 0.102, 0.099, 0.114, -0.020, -0.040, 0.053, 0.925, 0.102, 0.100, 0.026, -0.277, 0.074, 0.011, 0.112, 0.092, 0.123, 0.099, -0.019, 0.104, -0.063, 0.102, -0.276, -0.106, -0.073, -0.130, 0.112, 0.086, -0.002, -0.487, -0.084, 0.034, 0.090, -0.156, 0.100],
  "relative_energy_kcal_mol": 12.4,
  "max_force_ev_per_a": 1.36,
  "spin_multiplicity": 1,
  "homo_lumo_gap_ha": [0.2460, 0.2456],
  "lumo_ev": [-0.749, -0.732]
}

2.
{
  "formula": "C43H40ClI2MnN5O5S",
  "method": "ωB97M-V/def2-TZVPD",
  "species": ["C", "H", "H", "C", "H", "H", "H", "N", "H", "C", "H", "H", "H", "C", "C", "Mn", "S", "H", "C", "C", "H", "H", "H", "H", "C", "C", "N", "N", "H", "C", "H", "C", "C", "I", "H", "C", "H", "H", "C", "O", "H", "C", "I", "H", "C", "H", "O", "C", "H", "H", "C", "C", "C", "C", "O", "H", "N", "C", "C", "C", "C", "H", "C", "O", "C", "H", "H", "H", "H", "C", "H", "C", "H", "N", "H", "Cl", "C", "C", "H", "C", "C", "H", "C", "C", "C", "C", "C", "H", "H", "C", "C", "H", "H", "C", "C", "H", "C", "O"],
  "xyz": [[3.7515, 0.6902, -1.2223], [3.9941, -5.3801, -1.9296], [5.7432, -2.2944, -3.6918], [3.6717, 0.2347, 3.4090], [2.0441, -4.6321, -3.2600], [-0.0770, 0.8158, -2.5939], [-3.9959, 2.9737, 0.8865], [4.2703, 0.0478, -0.1004], [-2.3516, -0.1863, 0.3697], [-4.4190, 0.2841, 0.6318], [1.9394, 3.4317, -2.0413], [-4.2608, -2.1082, 3.6515], [-2.7534, -4.9194, -3.1878], [2.3805, -1.9123, -1.2381], [-1.8722, -1.8843, 2.4460], [0.4561, -0.9217, 0.5808], [-0.1015, 1.3451, 2.6459], [2.8226, 2.2441, -0.0852], [-0.9473, 1.8639, -0.3249], [-1.2140, 2.4285, 1.9544], [-1.8220, -0.9293, -1.9205], [-3.1784, 4.5755, -3.3584], [-2.9417, 1.0781, 4.0319], [-2.2877, 3.3105, -5.2850], [-1.3961, -4.6840, -1.5458], [3.9480, -0.7983, 4.2951], [2.1249, -1.1196, 2.1989], [-0.9116, -2.4394, -0.8803], [-1.2256, -5.7349, -1.3810], [5.1605, -1.3939, -3.8841], [-3.0273, 1.7988, 5.6431], [-2.4057, -2.8537, -2.6919], [3.5765, -4.3982, -1.7680], [-7.3399, 1.0773, 0.9323], [-4.7460, 3.3118, 2.4517], [-5.4977, -0.7812, 2.5057], [5.7605, -0.6907, -4.4737], [-6.3833, -0.9601, 3.0971], [-0.7659, 1.6277, -2.7835], [-0.4032, 0.7308, -0.2094], [3.7310, 0.5482, -4.6153], [2.5166, 2.5310, -2.1778], [0.5324, -4.3936, 0.7669], [-0.7196, 1.4337, -4.9071], [3.0173, 1.8636, -1.0778], [4.5272, 0.6494, 0.6705], [-1.8824, -2.7522, 3.3036], [2.3712, -2.1058, 3.0616], [5.0638, -3.8399, -0.3506], [3.4178, -2.8207, 4.7830], [-2.0206, 3.0204, 4.1734], [-5.5358, 0.0765, 1.4208], [-2.8044, 4.2402, 2.1490], [2.4669, -3.9810, -2.5072], [1.6971, -0.8735, -0.8315], [5.1638, -1.6159, 0.7604], [-1.3606, 2.6471, 0.6466], [-3.0911, 2.0075, 4.5779], [4.0360, 0.2152, -2.5236], [-0.7647, -3.7456, -0.7514], [-3.2353, -0.3451, 0.9682], [4.6657, -0.6725, 5.0911], [-2.1482, 3.3956, -1.9123], [-0.8249, -1.5272, 1.7948], [-1.1230, 1.9838, -4.0699], [-2.9606, 5.0201, 2.8977], [-2.2175, 3.9875, 4.6431], [-2.2502, 4.6603, 1.3073], [-4.4687, 0.9265, -0.2358], [-1.9969, 3.0391, -4.2804], [4.2558, -1.6655, -4.4365], [-4.3116, -1.4188, 2.8224], [-1.0418, 2.6625, 4.5028], [-1.9696, 3.2140, 2.7426], [0.9980, -2.4359, -2.7751], [4.4757, 1.7580, 3.5453], [3.5220, 0.8951, -3.6157], [-1.7258, -2.0036, -1.8401], [-4.0862, 2.3870, 4.3572], [-2.2356, -4.2241, -2.5462], [3.6619, -2.2405, -0.6537], [1.8309, -3.0291, 2.9181], [-1.2841, 2.3262, -1.6962], [4.1628, -3.5449, -0.8683], [4.3931, -1.2938, 0.0702], [2.7476, 0.0447, 2.3929], [-2.5015, 3.7476, -3.2009], [2.3648, 2.5487, -4.3111], [-4.7122, 4.5592, 1.2077], [2.7571, 2.0374, -3.4459], [3.2624, -1.9895, 4.1141], [-2.5395, 3.9324, -1.0640], [2.4876, 0.8521, 1.7207], [1.8790, -2.7614, -2.2377], [-4.1533, 3.7348, 1.6448], [-3.0544, -2.4534, -3.4529], [-3.1641, -1.1856, 2.0716], [4.8548, -0.8714, -2.6167]],
  "forces_ev_per_angstrom": [[-0.2, 0.5, -1.1], [0.1, -0.1, 0.0], [0.0, 0.1, -0.1], [-0.1, -0.3, 0.1], [0.0, 0.0, 0.0], [0.0, -0.1, 0.0], [0.0, -0.1, -0.1], [0.5, -1.7, 0.6], [0.1, 0.0, 0.1], [-0.2, 0.1, -0.1], [-0.1, 0.1, 0.0], [0.1, 0.0, 0.1], [-0.1, -0.1, -0.1], [-0.4, 1.4, 0.8], [0.3, -0.1, -0.2], [-0.9, 0.6, 1.0], [0.2, 0.0, 0.2], [-0.1, 0.0, 0.1], [0.0, -0.5, 1.1], [0.9, -0.5, 0.6], [0.0, 0.1, 0.0], [0.0, 0.0, -0.1], [0.0, -0.1, 0.0], [0.0, 0.0, -0.1], [-0.1, -0.1, -0.1], [-0.2, 0.0, -0.3], [0.3, 0.2, 0.4], [0.2, -0.3, -0.1], [0.0, -0.1, 0.0], [0.2, -0.1, -0.4], [0.0, 0.0, 0.1], [0.0, -0.2, -0.1], [0.7, -0.1, 0.4], [0.4, -0.2, 0.1], [-0.1, -0.1, 0.0], [-0.2, 0.0, 0.1], [-0.1, -0.1, 0.0], [-0.1, 0.0, 0.0], [0.0, 0.1, 0.2], [-0.2, 0.6, -1.0], [0.0, -0.1, -0.1], [0.0, 0.1, 0.0], [-0.1, -0.2, -0.2], [0.0, 0.0, -0.1], [0.2, -0.3, 0.1], [0.4, -0.1, -0.1], [-0.2, -0.2, 0.4], [-0.1, 0.0, -0.1], [0.1, -0.1, 0.1], [0.0, -0.1, 0.0], [0.0, -0.2, 0.4], [-0.4, 0.2, -0.2], [-0.3, 0.2, -0.3], [-0.5, 0.9, 0.2], [2.4, -1.4, -2.2], [-0.1, 0.1, 0.2], [-0.4, 0.7, -1.0], [0.1, 0.2, -0.1], [0.3, 0.1, 0.4], [0.1, 0.2, 0.3], [0.2, -0.1, 0.1], [0.0, 0.1, 0.1], [0.1, -0.1, 0.0], [-1.4, -0.7, 1.1], [0.0, 0.0, -0.1], [0.1, 0.0, 0.0], [0.0, 0.0, -0.1], [-0.1, 0.1, 0.2], [0.0, 0.1, 0.0], [0.0, 0.0, -0.1], [0.0, 0.0, 0.0], [0.2, 0.0, -0.1], [-0.2, 0.2, 0.0], [-0.1, 0.1, -0.1], [0.0, 0.0, 0.0], [0.1, 0.1, -0.1], [0.0, -0.1, -0.2], [0.0, 0.1, 0.0], [-0.1, 0.0, 0.0], [0.1, 0.2, 0.2], [-0.5, 0.1, 0.0], [-0.1, 0.0, -0.1], [0.0, 0.0, -0.4], [0.1, -0.2, -0.2], [-0.4, 1.1, -0.5], [0.0, -0.1, 0.2], [-0.1, 0.1, -0.1], [0.0, 0.0, -0.1], [-0.1, 0.1, -0.1], [0.0, 0.0, 0.1], [0.2, 0.2, 0.0], [0.0, 0.0, 0.1], [0.0, 0.0, 0.1], [0.0, -0.8, -0.7], [0.2, 0.1, 0.1], [-0.1, 0.1, -0.1], [0.0, -0.1, 0.0], [-0.3, 0.5, 0.4]],
  "mulliken_spin": [0.009, 0.000, 0.000, 0.006, 0.001, 0.008, 0.000, 0.021, 0.046, 0.003, 0.000, 0.000, 0.000, -0.007, -0.011, 4.733, 0.032, 0.000, 0.007, -0.007, 0.012, 0.000, 0.002, 0.000, 0.001, 0.000, 0.057, 0.019, -0.001, 0.000, 0.000, 0.000, -0.001, 0.000, 0.000, 0.000, 0.000, 0.000, -0.008, -0.086, 0.000, -0.005, 0.010, 0.000, 0.000, -0.001, 0.018, 0.027, -0.001, 0.000, 0.001, 0.000, 0.000, 0.013, 0.168, -0.002, 0.010, -0.002, -0.002, 0.003, -0.036, 0.000, 0.000, -0.049, 0.000, 0.000, 0.000, 0.000, 0.000, 0.000, 0.000, 0.003, 0.002, 0.001, -0.001, 0.001, -0.002, 0.006, 0.000, -0.001, -0.001, -0.003, 0.004, 0.011, 0.019, 0.031, 0.000, 0.000, 0.000, 0.002, -0.001, 0.000, -0.044, -0.021, 0.000, 0.000, 0.005, -0.001],
  "relative_energy_kcal_mol": 15.5,
  "max_force_ev_per_a": 3.53,
  "spin_multiplicity": 6,
  "homo_lumo_gap_ha": [0.1999, 0.2039],
  "lumo_ev": [-1.412, -1.384]
}